Record 1
This record from OMol25 describes a 9-piece molecular cluster, C22H55Br2F3O10S8 overall at a distorted geometry. The level of theory is ωB97M-V/def2-TZVPD.

Geometry as XYZ:
```
100
Properties=species:S:1:pos:R:3:lowdin_charge:R:1
O -3.31488 0.99778 -0.83117 0.1142
C -2.18110 1.04955 -0.55135 -0.4069
O -1.74132 2.04425 0.25754 -0.0588
C -0.99480 1.53029 1.38732 -0.1527
C -1.95889 0.87532 2.38925 -0.1351
C -1.29790 -0.07264 3.43082 -0.1882
C -0.23419 -1.02397 2.89845 -0.7496
F 0.95663 -0.41136 2.71615 0.0021
Br 0.08546 -2.31858 4.35918 0.8206
C -0.65565 -1.85660 1.61873 -0.9026
F -0.00424 -1.42512 0.55125 0.0520
F -1.94891 -1.89182 1.43096 0.0859
Br -0.08080 -3.74038 1.80366 0.7011
H -1.54016 0.25453 -0.95918 0.1388
H -0.55352 2.41009 1.86092 0.1302
H -0.19462 0.87859 1.02572 0.1115
H -2.79550 0.34651 1.92477 0.1113
H -2.40650 1.69305 2.96660 0.1189
H -0.82947 0.56375 4.19125 0.1241
H -2.05616 -0.64116 3.96487 0.0613
C 0.28087 3.42786 -4.46091 -0.2614
S -1.06363 2.46308 -3.76856 0.8093
O -0.45582 1.35628 -2.97015 -0.5516
C -1.61510 1.75902 -5.32523 -0.2625
H 0.79599 3.92959 -3.64226 0.0449
H 0.97682 2.77065 -4.98301 0.0623
H -0.12172 4.17007 -5.14672 0.0247
H -0.79740 1.20793 -5.78996 0.0613
H -1.95277 2.55898 -5.98286 0.0307
H -2.44198 1.08149 -5.11589 0.0503
C 0.64730 -4.63014 9.17810 -0.2745
S 1.61108 -4.23830 7.70898 0.8151
O 0.64963 -3.88285 6.63358 -0.6573
C 2.16227 -5.92013 7.38797 -0.2616
H 0.17243 -3.71501 9.52764 0.0472
H -0.11710 -5.36806 8.93190 0.0549
H 1.30951 -5.01535 9.95386 0.0503
H 1.29891 -6.57259 7.25667 0.0600
H 2.77598 -6.26506 8.22101 0.0516
H 2.75561 -5.91633 6.47500 0.0491
C -4.11483 -4.80705 4.44063 -0.2622
S -4.30945 -3.07086 4.86713 0.8314
O -3.02095 -2.39931 4.55262 -0.5939
C -4.35577 -3.31809 6.64864 -0.2658
H -4.02153 -4.88216 3.35860 0.0510
H -3.21565 -5.20385 4.91348 0.0610
H -4.99406 -5.36167 4.77003 0.0515
H -3.44077 -3.81371 6.97532 0.0578
H -5.22749 -3.91947 6.90834 0.0514
H -4.43238 -2.34242 7.12509 0.0496
C 2.70465 -7.39763 1.10340 -0.2763
S 1.54134 -7.00492 2.41496 0.7600
O 2.20698 -7.31850 3.70989 -0.5572
C 0.40139 -8.35153 2.05997 -0.2653
H 3.53364 -6.69462 1.16188 0.0557
H 3.07894 -8.41183 1.22773 0.0396
H 2.21028 -7.29588 0.13762 0.0504
H 0.92522 -9.30554 2.12796 0.0579
H -0.01586 -8.21880 1.06146 0.0526
H -0.40039 -8.32123 2.79588 0.0464
C -0.62546 7.39702 -0.07587 -0.2679
S -0.52227 6.10652 -1.32082 0.7947
O -0.98678 6.70055 -2.61032 -0.5744
C -1.86820 5.10648 -0.67666 -0.2637
H 0.11488 8.16175 -0.31132 0.0178
H -1.62185 7.84114 -0.08523 0.0601
H -0.41151 6.97517 0.90667 0.0549
H -2.78372 5.69882 -0.64781 0.0628
H -1.61283 4.75379 0.32166 0.0478
H -2.00672 4.25183 -1.33562 0.0255
C 1.80214 12.34721 -2.31886 -0.2749
S 0.44744 11.39763 -1.61070 0.8078
O 1.05128 10.30632 -0.79883 -0.5569
C -0.10327 10.66725 -3.15998 -0.2662
H 2.31860 12.85936 -1.50912 0.0483
H 2.49510 11.67721 -2.82855 0.0578
H 1.40253 13.08236 -3.01787 0.0510
H 0.71369 10.10588 -3.61384 0.0608
H -0.44099 11.45701 -3.83207 0.0512
H -0.93114 9.99331 -2.94442 0.0475
C -1.18433 6.72569 -7.76782 -0.2649
S -1.19994 5.04689 -8.41295 0.8311
O -0.68187 4.15882 -7.33580 -0.5627
C 0.13571 5.28464 -9.59422 -0.2703
H -1.92680 6.79227 -6.97447 0.0538
H -0.19799 6.95687 -7.36466 0.0605
H -1.44089 7.42257 -8.56616 0.0526
H 1.03612 5.60994 -9.07241 0.0591
H -0.16329 6.02759 -10.33388 0.0526
H 0.32442 4.33421 -10.08990 0.0499
C 4.26388 -8.04554 -3.05961 -0.2702
S 4.30518 -9.62813 -2.20400 0.8138
O 4.15691 -9.34726 -0.75098 -0.5556
C 6.04742 -9.95875 -2.50795 -0.2718
H 3.26206 -7.63131 -2.96106 0.0487
H 4.98685 -7.36402 -2.61037 0.0596
H 4.49161 -8.19765 -4.11486 0.0526
H 6.65350 -9.15226 -2.09441 0.0589
H 6.21749 -10.04891 -3.58110 0.0524
H 6.30537 -10.89644 -2.01936 0.0495
```

The electronic energy is -10256.4767 Eh.



Record 2
This record from OMol25 describes a 3-piece molecular cluster, C22H55N5O9P2 overall at a distorted geometry. The level of theory is ωB97M-V/def2-TZVPD.

Geometry as XYZ:
```
93
Properties=species:S:1:pos:R:3:lowdin_charge:R:1
H 3.49462 1.89493 0.98595 0.0468
N 2.98100 1.21689 1.54968 0.1536
C 1.74617 1.33992 1.32597 -0.5395
N 0.80906 0.47903 1.98956 0.0892
N 1.16263 2.28487 0.44245 0.0124
C 1.09094 1.70180 -0.91012 -0.2037
C 0.46937 2.64495 -1.95481 -0.1799
C -0.52757 3.67540 -1.41850 -0.1955
C -1.63030 3.10816 -0.50686 -0.1679
C -1.66037 3.74655 0.89696 -0.2301
O -2.94135 3.65482 1.48780 -0.1448
C -3.14678 2.39840 2.13150 -0.1882
C -4.15022 1.53859 1.34599 -0.1958
N -3.84045 0.11516 1.40142 -0.0689
C -4.00663 -0.61244 0.15379 -0.2317
C -2.80979 -1.51591 -0.22686 -0.2619
N -1.48219 -0.99415 0.05109 0.0060
H 1.16532 -0.46529 1.86313 0.0796
H 0.88754 0.63925 2.98920 0.0790
H 1.76834 3.09868 0.42917 0.1226
H 0.61477 0.72164 -0.88852 0.1001
H 2.12488 1.51229 -1.23063 0.1062
H 1.30076 3.20236 -2.39641 0.0999
H 0.05757 2.03624 -2.76114 0.1105
H -1.00490 4.15609 -2.27498 0.1081
H -0.01094 4.47728 -0.88506 0.1006
H -1.48771 2.03295 -0.36097 0.0853
H -2.63224 3.22826 -0.92102 0.1109
H -1.38811 4.79752 0.76556 0.1185
H -0.89552 3.27545 1.51485 0.0964
H -2.19903 1.87907 2.30177 0.1092
H -3.58939 2.65074 3.09802 0.1187
H -4.21505 1.92981 0.32769 0.1010
H -5.13721 1.69987 1.79362 0.1083
H -2.94446 -0.06197 1.82847 0.0775
H -4.86989 -1.28321 0.26606 0.0973
H -4.25360 0.04203 -0.68762 0.1023
H -2.86821 -1.65053 -1.31124 0.1011
H -2.90336 -2.51963 0.18722 0.1017
H -1.24897 -1.01856 1.03230 0.0384
H -1.34725 -0.06935 -0.32797 0.0313
C 2.59755 1.11820 -7.42831 -0.0744
C 3.06476 0.67772 -6.05361 -0.2657
O 4.41582 1.07010 -5.78238 -0.1856
P 4.72562 2.60455 -5.40726 0.4486
O 3.75230 3.09276 -4.42494 -0.2150
O 6.09463 2.36872 -4.56023 -0.2128
C 6.30128 3.00663 -3.29875 -0.2806
C 6.05607 2.03668 -2.16076 -0.0722
O 5.40804 3.16345 -6.71081 -0.1815
C 6.47703 2.44086 -7.36074 -0.2435
C 5.99566 1.76745 -8.62651 -0.0699
H 2.72644 2.19442 -7.56393 0.0764
H 1.54398 0.87423 -7.56581 0.0803
H 3.16823 0.62085 -8.21230 0.0668
H 2.40045 1.06973 -5.28088 0.1057
H 3.04156 -0.40888 -5.97966 0.1199
H 5.66693 3.88687 -3.20155 0.1046
H 7.33774 3.34782 -3.28475 0.1163
H 5.09981 1.52695 -2.28122 0.0703
H 6.06353 2.55722 -1.20150 0.0741
H 6.83089 1.26927 -2.13946 0.0758
H 6.93900 1.72378 -6.68767 0.1139
H 7.22699 3.19250 -7.60380 0.1227
H 5.45887 0.84715 -8.40043 0.0621
H 6.84686 1.50704 -9.25626 0.0809
H 5.32233 2.41775 -9.18467 0.0842
C -5.68609 -4.39831 3.60025 -0.0730
C -4.74914 -3.24701 3.91532 -0.2642
O -3.84753 -3.55135 4.98754 -0.1850
P -2.58703 -4.50313 4.68920 0.4499
O -1.93519 -4.10185 3.43710 -0.2144
O -1.58419 -3.99318 5.86473 -0.2128
C -0.21264 -3.70386 5.58955 -0.2806
C 0.00960 -2.20905 5.48177 -0.0749
O -2.99624 -5.85904 5.38113 -0.1833
C -3.49894 -5.88057 6.73426 -0.2458
C -4.99340 -6.11290 6.76209 -0.0705
H -5.13112 -5.31751 3.39844 0.0760
H -6.29590 -4.16063 2.72843 0.0796
H -6.35292 -4.59961 4.43875 0.0669
H -4.18475 -2.95667 3.02763 0.1002
H -5.32414 -2.37702 4.22892 0.1205
H 0.11551 -4.21073 4.68309 0.1055
H 0.36711 -4.11079 6.41975 0.1164
H -0.71370 -1.75474 4.80413 0.0714
H 1.01748 -1.99342 5.12270 0.0747
H -0.11617 -1.73410 6.45597 0.0749
H -3.23438 -4.97383 7.27162 0.1136
H -2.98656 -6.71041 7.21964 0.1223
H -5.53619 -5.19680 6.53332 0.0625
H -5.30098 -6.43975 7.75594 0.0802
H -5.28641 -6.86558 6.03038 0.0838
```

The SMILES is [H]/N=C(/N)NCCCCCOCCNCCN.CCOP(=O)(OCC)OCC.CCOP(=O)(OCC)OCC. As for the relative energy (zero: lowest compared OMol25 entry of this formula, charge and spin): 0.00 kcal per mole. The electronic energy is -2505.0028 Eh.



Record 3
This record from OMol25 describes a 7-piece molecular cluster, C22H55N6O7PS2Si overall at a distorted geometry. The level of theory is ωB97M-V/def2-TZVPD.

Geometry as XYZ:
```
94
Properties=species:S:1:pos:R:3:lowdin_charge:R:1
C 1.03297 -4.13111 -1.46486 -0.0665
C 0.57823 -2.64766 -1.42723 -0.2783
O -0.56501 -2.46788 -0.60072 -0.2089
C -1.09802 -1.16158 -0.78974 -0.2925
C -2.62268 -1.25498 -0.40124 -0.2876
Si -3.43989 -2.34013 -1.72646 0.1403
S -4.33241 -1.02970 -3.18160 0.3962
P -4.91662 -3.79408 -0.93441 0.1002
S -6.00581 -3.13940 0.54641 -0.0075
H 1.55422 -4.36481 -2.41045 0.0443
H 1.72203 -4.38548 -0.63781 0.0750
H 0.13515 -4.78430 -1.41802 0.0750
H 0.39547 -2.28080 -2.45816 0.1068
H 1.39751 -2.04338 -0.97089 0.1244
H -1.08774 -0.91858 -1.88097 0.0948
H -0.56764 -0.38348 -0.21041 0.1168
H -2.97867 -0.20194 -0.41847 0.0768
H -2.73821 -1.66286 0.62192 0.0612
H -2.36732 -3.10756 -2.37929 -0.0295
H -5.06124 -1.87980 -3.96723 -0.1899
H -5.79132 -4.11269 -2.03141 -0.0588
H -4.27025 -5.04046 -0.62553 -0.0505
C 2.03278 -3.26778 -7.38788 -0.0762
N 2.19608 -3.63336 -5.99393 0.0068
C 3.16870 -3.23329 -5.13089 -0.5442
C 4.22086 -2.29387 -5.64950 -0.0070
O 3.16631 -3.62993 -3.97433 0.0196
H 1.06242 -2.78433 -7.51492 0.0826
H 2.06046 -4.17396 -7.99636 0.0811
H 2.81323 -2.59117 -7.72044 0.0747
H 1.52392 -4.25938 -5.58012 0.1368
H 4.91848 -2.06212 -4.84931 0.0850
H 4.77352 -2.75516 -6.47013 0.0850
H 3.75307 -1.36539 -5.98349 0.0699
C 2.77395 1.57125 -1.60645 -0.0656
N 3.20666 1.40366 -2.98306 0.0154
C 2.44623 1.11907 -4.07117 -0.5483
C 0.96479 0.94928 -3.85792 0.0014
O 2.96414 1.00778 -5.17654 0.0059
H 3.05143 2.57316 -1.27562 0.0656
H 3.28937 0.83638 -0.98605 0.0867
H 1.70086 1.44161 -1.49791 0.0577
H 4.18741 1.50411 -3.19253 0.1372
H 0.48917 0.72613 -4.80967 0.0836
H 0.77646 0.12184 -3.17143 0.0610
H 0.53306 1.86893 -3.45999 0.0906
C -0.50189 3.17655 3.58509 -0.0680
N -0.11968 2.89415 2.21367 0.0080
C -0.93114 2.61663 1.15793 -0.5506
C -2.41494 2.59246 1.40872 -0.0034
O -0.44865 2.39587 0.05415 0.0088
H -0.13436 4.16797 3.85688 0.0827
H -0.04087 2.43538 4.24036 0.0742
H -1.57848 3.14664 3.71797 0.0782
H 0.86020 2.89504 1.97819 0.1385
H -2.93269 2.35701 0.48248 0.0793
H -2.65278 1.82330 2.14702 0.0719
H -2.75542 3.56883 1.75846 0.0861
C -1.13718 -2.75908 5.62676 -0.0713
N -1.98152 -2.11383 4.64106 0.0144
C -1.62989 -1.18340 3.71830 -0.5380
C -0.19127 -0.74120 3.68095 0.0000
O -2.47251 -0.73394 2.95295 0.0123
H -1.16266 -3.83784 5.46094 0.0832
H -1.53100 -2.54411 6.62193 0.0827
H -0.11030 -2.41320 5.56715 0.0733
H -2.95754 -2.36190 4.60847 0.1368
H -0.06456 0.00070 2.89523 0.0695
H 0.08714 -0.28999 4.63501 0.0845
H 0.45812 -1.59102 3.46456 0.0885
C 5.17516 6.32499 -3.21716 -0.0753
N 4.97010 5.26718 -2.24582 0.0063
C 5.85870 4.77297 -1.34171 -0.5551
C 7.23861 5.37601 -1.31727 -0.0127
O 5.52850 3.87141 -0.58605 0.0233
H 4.45668 7.12416 -3.02595 0.0833
H 5.00208 5.92414 -4.21748 0.0848
H 6.18054 6.73034 -3.16512 0.0715
H 4.06793 4.81974 -2.20849 0.1311
H 7.83067 4.88340 -0.55081 0.0827
H 7.72888 5.23300 -2.28151 0.0852
H 7.18029 6.43989 -1.08198 0.0847
C -6.62094 -0.71880 6.06930 -0.0743
N -5.28809 -0.15069 5.99154 0.0080
C -4.48468 0.25068 7.01335 -0.5607
C -5.00713 0.10294 8.41887 -0.0139
O -3.37902 0.71309 6.77482 0.0186
H -6.61108 -1.70767 5.60744 0.0835
H -7.31071 -0.07749 5.51803 0.0842
H -6.96172 -0.80865 7.09599 0.0711
H -4.87318 -0.02264 5.07959 0.1356
H -4.25768 0.46276 9.11871 0.0816
H -5.91513 0.69418 8.54705 0.0845
H -5.21102 -0.94678 8.63658 0.0835
```

The SMILES is CCOCC[Si@H](S)[PH2]=S.CNC(C)=O.CNC(C)=O.CNC(C)=O.CNC(C)=O.CNC(C)=O.CNC(C)=O. The electronic energy is -3153.7844 Eh.